# 1
DFT (the ωB97M-V functional and the def2-TZVPD basis) results for one molecule with the formula C4H8FNO in a non-equilibrium geometry.

Geometry (Å):
C 0.9664 1.5352 0.3417
C 0.0808 0.7976 -0.6072
C -0.3751 -0.5678 -0.1858
C -1.7649 -0.9235 0.3082
F -2.5586 -0.0097 -0.4324
N 0.4010 -1.5589 0.0351
O 1.7280 -1.4325 -0.3974
H 0.7984 1.4094 1.5345
H 2.1978 1.2453 0.2523
H 0.8681 2.6499 -0.0169
H -0.7840 1.4064 -0.8650
H 0.4729 0.8899 -1.5813
H -2.0413 -2.0602 0.2263
H -1.8074 -0.8782 1.5952
H 1.8180 -2.5029 -0.2073

Force components x, y, z for each atom (eV/Å):
3.71 1.57 2.03
-1.78 0.06 0.09
1.30 -1.60 1.08
0.01 -0.41 2.48
-0.54 -1.37 1.41
-1.05 0.74 -0.73
-0.22 -4.68 1.24
-0.14 0.43 -3.02
-3.57 0.68 -0.01
0.48 -1.92 1.30
-0.58 0.01 0.93
1.30 -0.96 -1.24
0.35 2.37 -0.82
-0.31 0.92 -3.65
1.05 4.18 -1.10

Values from the calculation:
**Largest force on an atom**: 4.85 eV Å⁻¹
**HOMO**: -9.610 eV
**Gap between HOMO and LUMO**: 10.5 eV
**Relative energy (zero: lowest compared OMol25 entry of this formula, charge and spin)**: 4.044 eV
**SMILES**: CC/C(CF)=N\O
**2S+1**: 1
**Total charge**: 0



# 2
DFT (the ωB97M-V functional and the def2-TZVPD basis) results for a 11-piece molecular cluster, C45H99Br6N5O19 overall in a non-equilibrium geometry.

Geometry (Å):
C 3.7491 2.5959 -2.5132
O 3.4626 3.8366 -3.1500
C 2.0818 4.1803 -3.2614
C 1.4612 3.5478 -4.5774
N 1.5390 4.4880 -5.7554
C 2.9026 4.9429 -6.1152
C 3.0123 6.0995 -7.1760
O 2.1506 5.9775 -8.3013
C 2.1672 7.0490 -9.1985
H 3.3948 2.5985 -1.4824
H 4.7953 2.2912 -2.4888
H 3.2304 1.7201 -2.9031
H 1.9864 5.2560 -3.4092
H 1.5514 4.0745 -2.3151
H 0.4889 3.0643 -4.4826
H 2.0841 2.6621 -4.7021
H 1.0871 4.1373 -6.5878
H 3.3890 4.0520 -6.5123
H 3.4423 5.2742 -5.2281
H 4.0245 6.0767 -7.5799
H 2.7580 6.9929 -6.6057
H 3.1824 7.4253 -9.3249
H 1.4361 7.7722 -8.8370
H 1.6879 6.6209 -10.0789
C -0.8240 -0.9355 -0.5055
O -2.1535 -0.3803 -0.6308
C -3.1666 -1.1851 -0.1072
C -3.2335 -1.1079 1.4304
N -4.5627 -1.5369 2.0496
C -4.9394 -2.9133 1.8913
C -6.2660 -3.2047 2.4760
O -6.4955 -2.6674 3.7627
C -5.6556 -3.2371 4.7655
H -0.1455 -0.5612 -1.2720
H -0.8267 -2.0023 -0.7292
H -0.3273 -0.7353 0.4438
H -3.1310 -2.2173 -0.4555
H -4.1061 -0.8125 -0.5156
H -3.1221 -0.0486 1.6622
H -2.4659 -1.6411 1.9913
H -5.3267 -0.9266 2.3022
H -4.2162 -3.5084 2.4488
H -4.9561 -3.2742 0.8629
H -6.3922 -4.2870 2.5056
H -7.0337 -2.7296 1.8652
H -5.5054 -4.3107 4.6525
H -6.0907 -3.2015 5.7643
H -4.6978 -2.7179 4.7318
C 0.8612 2.8506 1.5177
O 1.2718 1.5130 1.6416
C 2.6998 1.2443 1.5942
C 2.9162 -0.2293 1.4067
N 2.0371 -0.9166 2.3654
C 2.1684 -2.4212 2.3832
C 0.8684 -3.1326 2.9612
O -0.2514 -3.0160 2.0860
C -1.1376 -4.0624 2.2530
H 0.9509 3.3618 2.4762
H -0.1756 2.9269 1.1904
H 1.4379 3.3635 0.7480
H 3.1489 1.6313 2.5088
H 3.2273 1.6812 0.7462
H 3.9778 -0.4568 1.5033
H 2.6779 -0.4124 0.3590
H 1.0800 -0.6352 2.2075
H 2.9628 -2.6809 3.0829
H 2.3654 -2.9183 1.4333
H 0.7259 -2.6912 3.9476
H 1.1022 -4.1686 3.2068
H -1.2860 -4.2649 3.3137
H -0.7582 -4.9631 1.7705
H -2.0643 -3.7226 1.7905
C 1.9850 8.7937 3.1422
O 2.8076 8.2539 2.1050
C 2.1624 7.1796 1.4185
C 3.1848 6.5594 0.4671
N 3.3190 7.3408 -0.7387
C 4.2994 6.8571 -1.6785
C 3.9699 7.3900 -3.1286
O 4.1477 8.8068 -3.1994
C 5.4911 9.2827 -3.2651
H 1.9019 8.0113 3.8966
H 0.9715 9.0337 2.8206
H 2.4649 9.6319 3.6475
H 1.2617 7.5110 0.9019
H 1.8919 6.4196 2.1515
H 2.7898 5.5896 0.1644
H 4.1570 6.4133 0.9377
H 3.6293 8.2125 -0.3338
H 4.1856 5.7737 -1.6425
H 5.2734 7.1295 -1.2721
H 2.9316 7.2200 -3.4134
H 4.5813 6.8165 -3.8253
H 5.5089 10.3492 -3.4895
H 5.9066 8.8171 -4.1588
H 6.0536 9.1934 -2.3357
C -6.4589 -8.9405 -2.0140
O -6.9698 -8.2086 -0.9253
C -6.8685 -8.7847 0.2898
C -5.5764 -8.5202 0.9979
N -5.4187 -7.0741 1.2857
C -4.1770 -6.8492 2.0345
C -2.9022 -6.9640 1.1733
O -3.1025 -6.0734 0.0154
C -2.0110 -5.8801 -0.8461
H -6.6745 -8.3224 -2.8855
H -6.8174 -9.9634 -2.1290
H -5.3710 -9.0010 -1.9848
H -7.0824 -9.8535 0.2978
H -7.7073 -8.3765 0.8535
H -4.7006 -8.8579 0.4438
H -5.5382 -9.1360 1.8964
H -5.1766 -6.5192 0.4773
H -4.0677 -7.6050 2.8122
H -4.2530 -5.9108 2.5839
H -2.7494 -8.0192 0.9469
H -2.0419 -6.7319 1.8011
H -2.1627 -4.8901 -1.2762
H -1.9855 -6.7676 -1.4785
H -0.9969 -5.8876 -0.4466
O -1.8069 3.3806 3.2829
C -2.8247 3.6274 2.5962
O -3.4012 2.8893 1.7451
C -4.6057 3.5561 1.3549
C -4.5592 4.9649 1.8686
O -3.3776 4.8635 2.6281
H -4.9105 3.3184 0.3357
H -5.4365 3.0540 1.8507
H -5.3554 5.2998 2.5335
H -4.3219 5.7039 1.1033
O -1.9638 0.4148 7.4489
C -1.3420 0.4733 6.3661
O -1.8051 0.0028 5.2457
C -0.7894 0.0174 4.2888
C 0.2026 0.9621 4.7488
O -0.1188 1.0776 6.1234
H -0.2650 -0.9368 4.3405
H -1.1416 0.2189 3.2772
H 0.0919 1.8797 4.1710
H 1.2210 0.5882 4.6433
O 0.2083 -8.4349 2.1312
C 1.3177 -7.9636 1.9012
O 2.4531 -8.6080 1.7817
C 3.4422 -7.7899 1.2750
C 2.7978 -6.4340 1.5098
O 1.4767 -6.7168 1.6351
H 4.4556 -7.8208 1.6751
H 3.4627 -8.1738 0.2551
H 2.9756 -5.8118 0.6327
H 3.1551 -5.8954 2.3876
Br 2.8097 -1.1359 -2.2904
C 2.9136 -2.9627 -3.1576
C 1.7071 -3.8833 -2.9397
Br 1.3986 -4.2422 -0.9611
H 3.8440 -3.4768 -2.9165
H 3.0005 -2.7313 -4.2193
H 1.7710 -4.8843 -3.3662
H 0.8060 -3.3585 -3.2572
Br -3.5846 2.6332 -2.1751
C -1.8911 3.3456 -1.5017
C -1.9674 4.8830 -1.2796
Br -0.5182 5.5019 -0.0817
H -1.0907 2.9964 -2.1540
H -1.8061 2.9001 -0.5105
H -2.8747 5.2199 -0.7781
H -1.9166 5.4143 -2.2300
Br 5.4563 -4.4385 1.2628
C 5.7785 -3.4305 -0.4255
C 6.2522 -2.0150 -0.0533
Br 6.4648 -0.9150 -1.6713
H 4.8341 -3.4351 -0.9697
H 6.5098 -4.0402 -0.9562
H 7.1110 -2.0762 0.6150
H 5.4593 -1.4988 0.4880

Force components x, y, z for each atom (eV/Å):
-0.95 -0.35 0.60
0.38 -0.29 0.10
-0.55 0.22 -1.32
1.19 0.18 -0.06
-0.08 0.64 1.40
-0.65 -0.77 -1.09
-0.96 -0.71 0.62
0.10 -1.58 1.20
-1.02 -0.56 0.39
0.08 0.38 0.42
0.16 0.83 -0.36
-0.28 0.12 -0.79
0.58 0.16 -0.10
-0.20 -0.89 0.06
-0.44 0.84 0.06
0.49 -0.23 -0.45
-0.11 -0.21 0.19
0.72 -0.02 -0.07
-0.05 -0.04 -0.07
0.36 0.39 0.45
0.27 0.53 -0.25
-0.13 0.28 -0.37
0.42 0.77 0.04
0.59 0.30 -0.48
-0.30 -0.10 -0.53
1.65 -0.07 -0.31
-0.66 -0.36 0.77
-2.52 0.38 0.97
1.44 0.10 -0.95
1.15 0.28 0.47
-1.10 0.16 0.29
0.03 -0.38 0.86
0.12 0.06 -0.21
-0.40 0.67 -0.19
-0.25 -0.30 0.46
-0.38 -0.09 0.26
0.48 -0.30 -0.12
-0.08 0.29 0.13
0.08 0.09 0.13
0.25 -0.12 -0.43
0.55 0.37 -0.38
0.37 -0.39 -0.14
0.07 -0.11 -0.29
-0.26 -0.21 -0.20
-0.21 -0.23 -0.13
0.11 -0.23 -0.63
-0.29 0.76 -0.16
0.18 -0.12 0.29
0.40 0.26 -0.14
0.82 -1.02 -0.68
-0.56 0.73 0.31
-1.40 0.07 0.48
1.00 -2.00 -0.20
-1.83 0.22 0.78
1.55 1.12 -0.47
1.90 1.10 0.57
-0.68 -0.34 -0.06
0.03 0.28 0.04
0.03 -0.50 0.26
0.28 0.16 0.00
0.09 -0.05 0.19
-0.36 0.79 -0.21
-0.04 -0.14 0.54
-0.25 -0.51 -0.15
-0.02 -0.04 -0.26
0.20 0.00 -0.06
0.20 0.42 -0.42
-0.68 0.31 0.11
0.06 -0.35 -0.51
-0.33 -0.13 0.15
-0.08 -0.20 -0.06
-0.13 -0.49 0.05
0.42 -1.04 0.21
-0.56 0.67 -0.16
1.29 -0.08 0.50
-0.92 -0.52 -0.51
-0.74 1.17 0.75
-1.17 0.03 -0.50
1.01 0.20 1.60
0.01 0.13 0.11
-0.73 -0.11 -0.74
-0.27 -0.11 0.30
0.03 0.25 -0.28
0.09 0.11 -0.53
0.03 0.14 -0.19
-0.23 -0.18 0.22
0.04 -0.36 0.13
0.06 -0.15 0.57
-0.08 0.73 -0.70
0.35 -0.18 -0.47
0.60 -0.11 -0.74
-0.02 -0.02 0.44
0.42 0.28 -0.37
-0.58 0.08 0.06
0.85 -0.28 0.33
0.14 -0.62 -0.06
0.73 0.83 -0.34
-0.34 0.47 -2.39
-0.63 -0.81 1.99
0.63 0.94 -0.27
0.73 -0.38 1.11
0.29 -0.49 0.35
-0.89 0.86 0.03
0.40 -0.76 2.29
0.13 -0.71 0.07
-0.23 -0.35 -0.14
-0.51 0.02 0.21
0.31 -0.07 0.22
0.19 -0.48 -0.40
0.17 0.26 0.47
-0.05 -0.36 -0.56
-0.20 0.44 0.45
-0.90 -0.36 -0.93
-0.09 -0.16 0.15
0.21 0.32 -0.31
-0.05 -0.03 -0.86
0.22 0.56 -0.29
0.02 -0.37 -0.69
-0.07 0.42 -1.06
-0.11 0.21 0.99
-3.26 0.18 -2.26
5.05 2.31 4.10
-1.51 -1.60 -2.12
-3.10 -1.83 -0.42
1.45 0.35 -0.58
0.99 0.32 1.58
1.03 0.61 -0.37
0.14 -0.28 0.60
-0.20 -0.27 -0.36
-0.52 0.14 -0.12
2.67 0.39 -3.51
-0.98 1.16 3.98
-1.50 -0.61 -0.86
0.36 -2.39 -1.76
1.15 1.74 -0.09
-0.87 -0.06 1.64
-0.62 -0.57 -0.44
-0.32 -0.12 0.23
0.14 0.54 0.69
-0.06 0.08 0.01
2.37 0.32 -0.16
-4.26 -2.54 0.55
0.03 -2.96 2.17
0.51 0.82 -1.17
2.67 1.38 -1.48
-1.75 2.51 -0.22
-0.33 -0.64 0.58
0.60 1.00 -0.57
-0.18 0.22 0.25
0.15 -0.19 0.14
-0.10 -1.66 -0.57
-0.12 -0.21 -0.29
-0.20 1.06 1.36
0.25 0.29 -1.22
-0.01 0.43 0.51
-0.25 0.09 0.02
0.31 0.33 -0.15
-0.03 -0.32 0.05
0.25 0.28 -0.17
-0.35 0.77 1.25
0.06 -0.54 -0.53
-0.46 -0.15 -0.67
-0.14 0.29 0.06
0.17 -0.28 -0.24
0.04 -0.44 -0.02
0.30 0.09 0.18
0.22 0.47 -0.51
0.10 0.15 0.35
-0.96 -0.64 0.06
0.44 -0.47 0.51
0.08 0.11 0.21
0.03 0.32 0.05
0.31 0.33 -0.59
0.08 -0.18 -0.06

Values from the calculation:
**Largest force on an atom**: 6.90 eV Å⁻¹
**HOMO**: -7.972 eV
**Gap between HOMO and LUMO**: 7.6 eV
**SMILES**: COCCNCCOC.COCCNCCOC.COCCNCCOC.COCCNCCOC.COCCNCCOC.O=C1OCCO1.O=C1OCCO1.O=C1OCCO1.BrCCBr.BrCCBr.BrCCBr
**2S+1**: 1
**Total charge**: 0



# 3
DFT (the ωB97M-V functional and the def2-TZVPD basis) results for C7H24BCuN2O2P as an isolated structure in a non-equilibrium geometry.

Geometry (Å):
Cu -0.4736 -0.5871 -0.3663
H 1.1268 1.9780 1.4137
H 0.2953 -0.1372 1.9817
P 2.2090 0.7382 -1.2260
C 1.7045 1.8925 -2.5210
H 2.5730 2.0386 -3.1831
H 0.8541 1.5036 -3.1151
H 1.4292 2.8715 -2.0925
C 3.5972 1.3225 -0.2538
H 4.0512 0.4975 0.3125
H 4.3245 1.7636 -0.9406
H 3.2421 2.0919 0.4436
C 2.4872 -0.8900 -1.9131
H 1.5861 -1.1651 -2.4720
H 3.3443 -0.8522 -2.6032
H 2.6817 -1.5989 -1.1040
C -0.0121 -2.3480 -0.5721
O -0.0310 -3.4964 -0.7258
H 0.9092 -0.2462 3.5175
H 1.9088 -0.5273 2.2234
H 2.7412 1.7127 2.6103
H 0.9798 2.1933 3.4115
B 1.5333 1.6202 2.5038
N 1.1363 0.0571 2.5621
H 1.1774 0.6932 -0.2284
H -0.3311 -0.4079 -1.9029
C -3.4149 -0.6513 -0.9769
N -3.6177 -0.8469 0.4696
C -4.8876 -1.4331 0.8862
C -2.7258 -0.5021 1.3858
O -1.5478 -0.0731 1.1395
H -4.3677 -0.8407 -1.4708
H -2.6825 -1.3592 -1.3795
H -3.0967 0.3686 -1.2194
H -4.7426 -2.3951 1.3879
H -5.4204 -0.7815 1.5865
H -5.5021 -1.5817 0.0014
H -3.0385 -0.6220 2.4296

Force components x, y, z for each atom (eV/Å):
-0.36 0.09 -0.90
0.03 0.19 -0.06
0.65 0.14 0.68
-0.45 0.28 0.62
0.08 0.25 -0.18
-0.32 -0.03 0.13
0.50 0.06 0.46
0.13 -0.45 -0.06
0.31 0.32 -0.40
-0.15 0.24 -0.20
0.18 -0.12 0.19
0.04 -0.26 -0.16
0.25 0.18 -0.38
0.30 -0.11 0.17
-0.18 0.03 0.24
-0.11 0.03 -0.15
-0.89 0.13 0.25
0.71 -0.90 -0.12
0.23 0.12 -0.42
-0.48 0.10 0.19
-0.15 -0.15 -0.06
-0.09 -0.12 -0.17
0.10 0.55 0.10
-0.37 -0.85 0.09
0.40 -0.06 -0.62
-0.01 0.21 0.41
0.09 -0.10 -0.10
0.51 0.47 0.19
-0.47 -0.20 0.59
0.69 -0.05 -0.92
-1.41 -0.14 0.55
0.15 0.12 0.06
-0.07 0.07 0.16
-0.02 -0.15 0.27
0.06 0.09 -0.24
0.09 0.01 -0.22
0.00 -0.02 0.21
0.03 0.06 -0.19

Values from the calculation:
**Largest force on an atom**: 1.52 eV Å⁻¹
**HOMO (alpha / beta)**: -8.107 / -12.806 eV
**Gap between HOMO and LUMO (alpha / beta)**: 5.8 / 8.1 eV
**Relative energy (zero: lowest compared OMol25 entry of this formula, charge and spin)**: 0.000 eV
**2S+1**: 3
**Total charge**: +1
**<S²>**: 2.006



Q: Which value of largest force on an atom does entry 1 give?
A: 4.85 eV Å⁻¹



Please write out number 3 again, unchanged.
DFT (the ωB97M-V functional and the def2-TZVPD basis) results for C7H24BCuN2O2P as an isolated structure in a non-equilibrium geometry.

Geometry (Å):
Cu -0.4736 -0.5871 -0.3663
H 1.1268 1.9780 1.4137
H 0.2953 -0.1372 1.9817
P 2.2090 0.7382 -1.2260
C 1.7045 1.8925 -2.5210
H 2.5730 2.0386 -3.1831
H 0.8541 1.5036 -3.1151
H 1.4292 2.8715 -2.0925
C 3.5972 1.3225 -0.2538
H 4.0512 0.4975 0.3125
H 4.3245 1.7636 -0.9406
H 3.2421 2.0919 0.4436
C 2.4872 -0.8900 -1.9131
H 1.5861 -1.1651 -2.4720
H 3.3443 -0.8522 -2.6032
H 2.6817 -1.5989 -1.1040
C -0.0121 -2.3480 -0.5721
O -0.0310 -3.4964 -0.7258
H 0.9092 -0.2462 3.5175
H 1.9088 -0.5273 2.2234
H 2.7412 1.7127 2.6103
H 0.9798 2.1933 3.4115
B 1.5333 1.6202 2.5038
N 1.1363 0.0571 2.5621
H 1.1774 0.6932 -0.2284
H -0.3311 -0.4079 -1.9029
C -3.4149 -0.6513 -0.9769
N -3.6177 -0.8469 0.4696
C -4.8876 -1.4331 0.8862
C -2.7258 -0.5021 1.3858
O -1.5478 -0.0731 1.1395
H -4.3677 -0.8407 -1.4708
H -2.6825 -1.3592 -1.3795
H -3.0967 0.3686 -1.2194
H -4.7426 -2.3951 1.3879
H -5.4204 -0.7815 1.5865
H -5.5021 -1.5817 0.0014
H -3.0385 -0.6220 2.4296

Force components x, y, z for each atom (eV/Å):
-0.36 0.09 -0.90
0.03 0.19 -0.06
0.65 0.14 0.68
-0.45 0.28 0.62
0.08 0.25 -0.18
-0.32 -0.03 0.13
0.50 0.06 0.46
0.13 -0.45 -0.06
0.31 0.32 -0.40
-0.15 0.24 -0.20
0.18 -0.12 0.19
0.04 -0.26 -0.16
0.25 0.18 -0.38
0.30 -0.11 0.17
-0.18 0.03 0.24
-0.11 0.03 -0.15
-0.89 0.13 0.25
0.71 -0.90 -0.12
0.23 0.12 -0.42
-0.48 0.10 0.19
-0.15 -0.15 -0.06
-0.09 -0.12 -0.17
0.10 0.55 0.10
-0.37 -0.85 0.09
0.40 -0.06 -0.62
-0.01 0.21 0.41
0.09 -0.10 -0.10
0.51 0.47 0.19
-0.47 -0.20 0.59
0.69 -0.05 -0.92
-1.41 -0.14 0.55
0.15 0.12 0.06
-0.07 0.07 0.16
-0.02 -0.15 0.27
0.06 0.09 -0.24
0.09 0.01 -0.22
0.00 -0.02 0.21
0.03 0.06 -0.19

Values from the calculation:
**Largest force on an atom**: 1.52 eV Å⁻¹
**HOMO (alpha / beta)**: -8.107 / -12.806 eV
**Gap between HOMO and LUMO (alpha / beta)**: 5.8 / 8.1 eV
**Relative energy (zero: lowest compared OMol25 entry of this formula, charge and spin)**: 0.000 eV
**2S+1**: 3
**Total charge**: +1
**<S²>**: 2.006



Q: Which value of 2S+1 does entry 2 give?
A: 1